(1)
Density functional theory data (wB97M-V/def2-TZVPD) for C23H39InN3O9SSi as an isolated structure at a distorted geometry.

Output
**HOMO energy**: -0.411 Eh
**Maximum force**: 3.54 eV/Å
**Orbital gap**: 7.09 eV
**Net charge**: +1
**LUMO energy**: -0.1509 Ha
**Relative energy (zero: lowest compared OMol25 entry of this formula, charge and spin)**: 0.000 eV

Cartesian coordinates (Å):
In (-0.973, -1.785, -0.467)
O (-4.467, 0.546, -2.667)
C (-3.515, -0.162, -1.996)
O (-2.419, -0.391, -2.463)
C (-3.943, -0.476, -0.594)
C (-5.090, -0.131, 0.020)
C (-5.275, -0.287, 1.380)
C (-4.364, -0.973, 2.126)
C (-3.190, -1.325, 1.489)
N (-2.976, -1.073, 0.191)
C (-2.023, -1.971, 2.205)
O (-2.293, -2.088, 3.502)
O (-0.785, -1.649, 1.882)
H (-4.041, 0.899, -3.490)
H (-5.893, 0.213, -0.588)
H (-6.197, 0.114, 1.833)
H (-4.510, -1.309, 3.134)
H (-1.488, -2.322, 3.961)
C (-1.535, 3.574, 0.018)
C (-0.374, 2.981, 0.751)
C (-0.788, 2.311, 2.064)
C (0.690, 4.000, 0.996)
O (0.183, 1.978, -0.183)
Si (1.601, 1.161, -0.064)
S (1.334, -0.813, -0.983)
O (2.050, 0.981, 1.503)
C (3.362, 0.817, 2.134)
C (4.158, 2.092, 1.939)
C (4.135, -0.369, 1.660)
C (2.932, 0.634, 3.632)
O (2.862, 1.739, -0.856)
C (3.235, 2.157, -2.195)
C (1.978, 2.207, -3.018)
C (4.147, 1.070, -2.664)
C (3.957, 3.510, -2.042)
H (-1.948, 4.472, 0.462)
H (-2.414, 2.924, -0.132)
H (-1.210, 3.910, -0.961)
H (-1.254, 3.050, 2.726)
H (0.128, 1.831, 2.476)
H (-1.552, 1.526, 1.890)
H (0.361, 4.762, 1.708)
H (0.989, 4.499, 0.047)
H (1.518, 3.497, 1.457)
H (4.183, 2.298, 0.876)
H (5.168, 1.866, 2.249)
H (3.789, 2.952, 2.493)
H (4.533, -0.230, 0.607)
H (3.515, -1.284, 1.732)
H (5.055, -0.472, 2.247)
H (2.216, 1.361, 3.974)
H (3.837, 0.754, 4.243)
H (2.513, -0.391, 3.741)
H (1.581, 1.188, -3.053)
H (2.154, 2.536, -4.043)
H (1.212, 2.841, -2.566)
H (3.709, 0.053, -2.450)
H (5.148, 1.155, -2.237)
H (4.324, 1.173, -3.735)
H (3.210, 4.258, -1.844)
H (4.457, 3.690, -2.950)
H (4.726, 3.532, -1.255)
C (-1.837, -5.741, -2.678)
C (-1.877, -4.530, -1.792)
N (-1.295, -3.384, -2.111)
O (-0.944, -3.303, -3.484)
C (-2.258, -4.656, -0.428)
C (-2.911, -5.859, 0.174)
N (-1.943, -3.587, 0.260)
O (-2.362, -3.547, 1.531)
H (-2.809, -6.002, -3.095)
H (-1.387, -6.542, -2.119)
H (-1.125, -5.536, -3.446)
H (-0.687, -2.365, -3.554)
H (-2.094, -6.598, 0.341)
H (-3.526, -6.355, -0.590)
H (-3.375, -5.609, 1.137)

Löwdin charges in e: atom 1 (In): 0.7966, atom 2 (O): 0.1302, atom 3 (C): -0.4084, atom 4 (O): 0.0871, atom 5 (C): -0.1226, atom 6 (C): 0.0186, atom 7 (C): 0.0151, atom 8 (C): 0.0576, atom 9 (C): -0.1446, atom 10 (N): 0.1162, atom 11 (C): -0.5783, atom 12 (O): 0.1366, atom 13 (O): -0.0825, atom 14 (H): 0.1642, atom 15 (H): 0.1288, atom 16 (H): 0.1431, atom 17 (H): 0.1378, atom 18 (H): 0.1422, atom 19 (C): -0.0365, atom 20 (C): -0.6259, atom 21 (C): -0.0067, atom 22 (C): -0.0242, atom 23 (O): -0.1571, atom 24 (Si): -0.0748, atom 25 (S): 0.3883, atom 26 (O): -0.1716, atom 27 (C): -0.6118, atom 28 (C): -0.0251, atom 29 (C): -0.0413, atom 30 (C): -0.0145, atom 31 (O): -0.1728, atom 32 (C): -0.6233, atom 33 (C): -0.0372, atom 34 (C): -0.0338, atom 35 (C): 0.0036, atom 36 (H): 0.0905, atom 37 (H): 0.0841, atom 38 (H): 0.0856, atom 39 (H): 0.0974, atom 40 (H): 0.0842, atom 41 (H): 0.0815, atom 42 (H): 0.1029, atom 43 (H): 0.1106, atom 44 (H): 0.0635, atom 45 (H): 0.0640, atom 46 (H): 0.0881, atom 47 (H): 0.0926, atom 48 (H): 0.1069, atom 49 (H): 0.0962, atom 50 (H): 0.0944, atom 51 (H): 0.0695, atom 52 (H): 0.0884, atom 53 (H): 0.0932, atom 54 (H): 0.0595, atom 55 (H): 0.0987, atom 56 (H): 0.0845, atom 57 (H): 0.0849, atom 58 (H): 0.0921, atom 59 (H): 0.0916, atom 60 (H): 0.0794, atom 61 (H): 0.0711, atom 62 (H): 0.0948, atom 63 (C): 0.0272, atom 64 (C): -0.2170, atom 65 (N): -0.0201, atom 66 (O): -0.0049, atom 67 (C): -0.2366, atom 68 (C): 0.0237, atom 69 (N): -0.0429, atom 70 (O): -0.0558, atom 71 (H): 0.1125, atom 72 (H): 0.0981, atom 73 (H): 0.0779, atom 74 (H): 0.1037, atom 75 (H): 0.1182, atom 76 (H): 0.0969, atom 77 (H): 0.0955

=====

(2)
Density functional theory data (wB97M-V/def2-TZVPD) for C23H39IrN7O5 as an isolated structure at a distorted geometry.

Output
**HOMO energy (spin up / spin down)**: -0.513 / -0.513 Eh
**Maximum force**: 1.50 eV/Å
**Spin multiplicity**: 2
**Orbital gap (spin up / spin down)**: 8.03 / 6.55 eV
**Net charge**: +2
**LUMO energy (spin up / spin down)**: -0.2181 / -0.2723 Ha
**Relative energy (zero: lowest compared OMol25 entry of this formula, charge and spin)**: 0.000 eV

Cartesian coordinates (Å):
Ir (0.064, -0.025, -0.095)
C (2.257, -0.604, 3.499)
C (1.490, 0.446, 2.772)
C (1.382, 1.819, 3.330)
O (0.325, -0.046, 2.177)
C (2.857, 0.561, 0.978)
O (3.760, 1.220, 1.284)
O (2.204, -0.109, 0.222)
H (1.680, -0.894, 4.386)
H (3.218, -0.215, 3.827)
H (2.414, -1.501, 2.901)
H (0.823, 1.780, 4.273)
H (0.862, 2.492, 2.643)
H (2.369, 2.223, 3.547)
H (-0.390, 0.596, 2.323)
C (-0.479, 0.157, -4.278)
C (-0.910, 0.110, -2.846)
O (0.067, 0.045, -2.037)
C (-2.286, 0.125, -2.482)
C (-3.274, 0.249, -3.499)
C (-4.603, 0.266, -3.200)
C (-5.004, 0.153, -1.857)
C (-4.087, 0.025, -0.845)
C (-2.709, 0.006, -1.130)
O (-1.905, -0.155, -0.106)
H (0.604, 0.118, -4.336)
H (-0.833, 1.075, -4.749)
H (-0.904, -0.684, -4.826)
H (-2.964, 0.332, -4.531)
H (-5.340, 0.361, -3.984)
H (-6.059, 0.168, -1.612)
H (-4.394, -0.068, 0.188)
C (-2.304, 2.824, -0.206)
N (-1.193, 3.677, 0.158)
C (-1.559, 4.859, 0.939)
C (0.086, 3.320, -0.043)
N (0.512, 2.057, -0.123)
N (0.990, 4.334, -0.121)
C (2.409, 4.110, 0.101)
C (0.691, 5.557, -0.869)
H (-3.146, 3.455, -0.488)
H (-2.617, 2.170, 0.610)
H (-2.028, 2.227, -1.068)
H (-2.211, 4.547, 1.757)
H (-2.099, 5.583, 0.328)
H (-0.676, 5.331, 1.358)
H (1.452, 2.084, -0.500)
H (2.563, 3.391, 0.901)
H (2.859, 5.052, 0.408)
H (2.928, 3.772, -0.803)
H (-0.342, 5.564, -1.199)
H (1.334, 5.602, -1.750)
H (0.879, 6.440, -0.257)
C (-1.023, -2.660, 1.013)
N (-0.058, -2.159, -0.054)
C (-0.544, -2.735, -1.371)
N (-0.643, -4.167, -1.338)
C (-1.576, -4.567, -0.280)
N (-1.112, -4.094, 1.026)
C (0.213, -4.660, 1.287)
N (1.166, -4.255, 0.251)
C (1.272, -2.823, 0.228)
C (0.677, -4.733, -1.045)
H (-1.995, -2.220, 0.807)
H (-0.654, -2.305, 1.976)
H (0.168, -2.434, -2.140)
H (-1.524, -2.304, -1.575)
H (-1.648, -5.653, -0.261)
H (-2.563, -4.152, -0.489)
H (0.143, -5.747, 1.298)
H (0.568, -4.323, 2.263)
H (1.974, -2.508, -0.545)
H (1.613, -2.467, 1.200)
H (0.604, -5.819, -1.020)
H (1.379, -4.445, -1.829)

Löwdin charges in e: atom 1 (Ir): 1.4522, atom 2 (C): 0.0067, atom 3 (C): -0.3813, atom 4 (C): 0.0005, atom 5 (O): -0.0755, atom 6 (C): -0.4244, atom 7 (O): 0.2652, atom 8 (O): 0.0035, atom 9 (H): 0.1225, atom 10 (H): 0.1120, atom 11 (H): 0.0859, atom 12 (H): 0.1214, atom 13 (H): 0.0817, atom 14 (H): 0.1101, atom 15 (H): 0.1303, atom 16 (C): 0.0286, atom 17 (C): -0.3189, atom 18 (O): -0.1395, atom 19 (C): -0.1223, atom 20 (C): 0.0015, atom 21 (C): -0.0432, atom 22 (C): -0.0154, atom 23 (C): 0.0042, atom 24 (C): -0.3618, atom 25 (O): -0.2381, atom 26 (H): 0.1013, atom 27 (H): 0.1104, atom 28 (H): 0.1133, atom 29 (H): 0.1192, atom 30 (H): 0.1205, atom 31 (H): 0.1263, atom 32 (H): 0.1312, atom 33 (C): -0.0230, atom 34 (N): -0.1359, atom 35 (C): -0.0236, atom 36 (C): -0.3999, atom 37 (N): 0.0245, atom 38 (N): -0.1506, atom 39 (C): -0.0316, atom 40 (C): -0.0215, atom 41 (H): 0.1137, atom 42 (H): 0.0969, atom 43 (H): 0.0740, atom 44 (H): 0.1019, atom 45 (H): 0.1023, atom 46 (H): 0.0937, atom 47 (H): 0.0542, atom 48 (H): 0.0665, atom 49 (H): 0.1086, atom 50 (H): 0.1094, atom 51 (H): 0.0897, atom 52 (H): 0.1038, atom 53 (H): 0.1043, atom 54 (C): -0.1508, atom 55 (N): -0.1791, atom 56 (C): -0.1497, atom 57 (N): -0.0706, atom 58 (C): -0.1315, atom 59 (N): -0.0731, atom 60 (C): -0.1356, atom 61 (N): -0.0715, atom 62 (C): -0.1626, atom 63 (C): -0.1325, atom 64 (H): 0.1218, atom 65 (H): 0.1229, atom 66 (H): 0.1337, atom 67 (H): 0.1253, atom 68 (H): 0.1395, atom 69 (H): 0.1383, atom 70 (H): 0.1395, atom 71 (H): 0.1354, atom 72 (H): 0.1338, atom 73 (H): 0.1038, atom 74 (H): 0.1397, atom 75 (H): 0.1379